Molecular formula: C23H32Br2N3O12P
Method: DFT, ωB97M-V/def2-TZVPD

```
73
Properties=species:S:1:pos:R:3
C 1.49 -1.85 0.29
C 2.21 -0.98 -0.72
Br 1.73 0.89 -0.30
C 3.77 -1.02 -0.70
Br 4.27 -1.38 1.20
C 4.38 -2.16 -1.58
N 4.64 -1.79 -2.95
C 4.00 -0.84 -3.39
O 3.36 0.05 -3.75
O 5.69 -2.47 -1.03
C 5.90 -3.72 -0.83
N 6.20 -4.82 -0.70
O 3.60 -3.32 -1.44
C 3.13 -3.87 -2.64
O 3.81 -4.62 -3.24
P 1.45 -3.50 -3.37
N 0.35 -3.05 -2.36
H 1.91 -2.84 0.39
H 0.47 -1.98 -0.08
H 1.42 -1.40 1.28
H 1.88 -1.14 -1.74
H 4.22 -0.05 -0.88
H 1.08 -4.71 -4.00
H 1.72 -2.48 -4.33
H -0.45 -3.66 -2.34
O -2.64 2.02 -2.75
C -1.66 2.60 -3.12
C -1.62 3.79 -4.06
C -0.15 3.82 -4.47
C 0.53 3.22 -3.25
O -0.41 2.28 -2.71
H -1.90 4.68 -3.51
H -2.28 3.63 -4.91
H 0.22 4.82 -4.72
H 0.01 3.18 -5.34
H 0.74 3.97 -2.48
H 1.45 2.70 -3.50
O -1.47 5.55 -1.44
C -2.42 5.41 -0.73
C -2.85 4.14 -0.02
C -4.29 4.46 0.38
C -4.24 5.97 0.53
O -3.26 6.42 -0.42
H -2.21 3.99 0.85
H -2.80 3.28 -0.68
H -4.62 3.95 1.27
H -4.96 4.19 -0.44
H -3.92 6.28 1.53
H -5.20 6.44 0.31
O 4.33 -3.60 3.55
C 4.97 -4.58 3.78
C 5.85 -5.34 2.81
C 6.07 -6.66 3.53
C 5.97 -6.24 4.99
O 5.04 -5.15 5.01
H 6.78 -4.79 2.67
H 5.35 -5.47 1.85
H 7.01 -7.15 3.29
H 5.26 -7.35 3.29
H 6.93 -5.89 5.39
H 5.60 -7.04 5.63
O -5.46 1.87 1.63
C -6.38 2.00 2.38
C -7.81 1.56 2.15
C -8.57 2.33 3.24
C -7.51 2.47 4.32
O -6.26 2.55 3.61
H -7.87 0.48 2.30
H -8.14 1.82 1.16
H -9.47 1.83 3.58
H -8.84 3.31 2.86
H -7.47 1.61 4.98
H -7.64 3.37 4.92
```

As for the highest occupied orbital energy: -9.56 eV. The total energy is -7452.0861 hartree. Its structure (SMILES) is C[C@@H](Br)[C@@H](Br)[C@@](N=C=O)(OC#N)OC(=O)[PH2]=N.O=C1CCCO1.O=C1CCCO1.O=C1CCCO1.O=C1CCCO1. As for the energy relative to the best compared isomer or geometry (same formula, charge and spin): 0.0 kcal/mol. The net charge is 0.

---

Molecular formula: C17H20N2O6S2
Method: DFT, ωB97M-V/def2-TZVPD

```
47
Properties=species:S:1:pos:R:3
C 1.99 -1.13 -1.35
S 0.42 -1.25 -2.22
O 0.31 -2.54 -2.85
O 0.29 -0.10 -3.08
N -0.75 -1.04 -1.03
C -2.01 -0.50 -1.49
C -2.19 1.00 -1.17
O -2.89 1.38 -0.25
N -1.56 1.81 -2.03
C -1.72 3.24 -1.97
C -0.70 3.95 -1.08
S 0.96 4.10 -1.81
C 1.70 2.48 -1.36
C 1.61 2.23 0.09
C 2.15 2.89 1.16
C 1.68 2.23 2.32
C 0.89 1.22 1.88
O 0.83 1.21 0.53
C -0.70 -1.75 0.17
C -1.40 -1.27 1.28
C -1.36 -1.93 2.50
C -0.59 -3.06 2.59
C 0.10 -3.55 1.48
C 0.06 -2.92 0.26
O 0.77 -4.69 1.82
C 0.47 -4.92 3.18
O -0.36 -3.88 3.66
H 2.40 -2.12 -1.19
H 2.65 -0.55 -1.98
H 1.82 -0.62 -0.41
H -2.06 -0.64 -2.57
H -2.83 -1.05 -1.02
H -0.92 1.40 -2.70
H -1.66 3.65 -2.98
H -2.72 3.43 -1.56
H -0.61 3.44 -0.12
H -1.02 4.98 -0.90
H 1.21 1.69 -1.93
H 2.74 2.58 -1.68
H 2.80 3.74 1.12
H 1.90 2.47 3.34
H 0.32 0.46 2.38
H -2.00 -0.37 1.18
H -1.91 -1.56 3.35
H 0.53 -3.34 -0.61
H 1.40 -4.94 3.77
H -0.05 -5.88 3.29
```

As for the highest occupied orbital energy: -8.11 eV. The total energy is -2017.0994 hartree. Its structure (SMILES) is CS(=O)(=O)N(CC(=O)NCCSCc1ccco1)c1ccc2c(c1)OCO2. As for the energy relative to the best compared isomer or geometry (same formula, charge and spin): 12.0 kcal/mol. The net charge is 0.

---

Molecular formula: C9H15BrFLiMgO9S
Method: DFT, ωB97M-V/def2-TZVPD

```
38
Properties=species:S:1:pos:R:3
O 1.77 0.79 2.07
S 1.65 -0.25 3.03
O 2.36 -0.16 4.25
O 1.93 -1.57 2.20
C 0.77 -1.76 1.35
C -0.38 -0.92 1.90
C -1.80 -1.52 1.96
C -2.81 -0.46 1.55
F -2.82 0.55 2.49
O 0.05 -0.68 3.31
H 0.61 -2.83 1.26
H 1.00 -1.36 0.36
H -0.52 0.06 1.45
H -1.94 -2.45 1.36
H -2.01 -1.73 3.02
H -2.51 -0.04 0.59
H -3.81 -0.89 1.47
Mg -1.67 -4.47 1.21
O -0.33 0.87 -0.57
C -0.85 0.96 -1.65
O -0.62 -0.01 -2.55
C -1.32 -0.10 -3.80
C -0.68 0.76 -4.87
C -1.68 2.16 -2.03
H -2.38 0.12 -3.67
H -1.25 -1.15 -4.09
H -0.71 1.82 -4.61
H -1.19 0.63 -5.82
H 0.37 0.49 -4.99
H -1.01 2.95 -2.36
H -2.21 2.50 -1.14
H -2.42 1.96 -2.80
Br -0.44 0.28 5.30
C 4.93 1.25 0.60
O 4.73 2.38 1.07
O 5.91 0.48 0.98
O 4.21 0.72 -0.30
Li 7.08 0.66 2.47
```

As for the highest occupied orbital energy: -6.56 eV. The total energy is -4308.5120 hartree. The net charge is 0.

---

Molecular formula: C7H9Cl2FN
Method: DFT, ωB97M-V/def2-TZVPD

```
20
Properties=species:S:1:pos:R:3
C 0.63 -1.51 -0.05
C 1.90 -0.93 -0.33
C -0.48 -0.87 -0.30
C 3.01 -1.45 0.11
C -0.49 0.59 -0.42
C 0.64 1.22 0.16
C -1.94 1.15 0.31
N -3.06 0.40 0.04
F 1.15 0.97 1.34
Cl 4.57 -0.90 -0.10
Cl 1.02 2.77 -0.40
H 0.82 -2.60 0.06
H 2.05 -0.01 -0.94
H -1.58 -1.22 -0.29
H -0.71 0.82 -1.44
H -1.98 2.16 -0.05
H -1.52 1.25 1.36
H -3.33 -0.30 0.68
H 3.07 -2.33 0.81
H -3.77 0.78 -0.58
```

As for the highest occupied orbital energy: -12.46 eV. The total energy is -1346.7325 hartree. The net charge is +1.

---

Molecular formula: C2H12O5
Method: DFT, ωB97M-V/def2-TZVPD

```
19
Properties=species:S:1:pos:R:3
C -0.72 0.04 -2.30
C -0.14 1.03 -1.59
O -0.70 1.54 -0.49
H -0.02 -0.47 -2.98
H -1.73 -0.28 -2.11
H 0.83 1.45 -1.87
H -0.26 1.40 0.36
O 1.14 1.16 1.91
H 1.54 0.57 1.25
H 1.82 1.16 2.59
O 2.56 -0.44 -0.25
H 1.86 -1.11 -0.35
H 3.25 -0.95 0.20
O -0.50 -1.99 -0.04
H -0.18 -1.63 -0.87
H -1.14 -1.34 0.28
O -2.21 -0.02 1.90
H -2.87 -0.71 1.82
H -2.53 0.60 2.56
```

As for the highest occupied orbital energy: -9.13 eV. The total energy is -459.5535 hartree. Its structure (SMILES) is C=CO.O.O.O.O. As for the energy relative to the best compared isomer or geometry (same formula, charge and spin): 25.2 kcal/mol. The net charge is 0.

---

Molecular formula: C4H6N2
Method: DFT, ωB97M-V/def2-TZVPD

```
12
Properties=species:S:1:pos:R:3
C -1.18 1.00 -0.49
C -0.29 -0.05 0.13
N 0.08 -1.21 -0.64
C 1.40 -1.03 -0.09
C 2.18 0.20 -0.34
N 1.11 0.52 0.38
H -0.78 1.34 -1.45
H -2.19 0.58 -0.65
H -1.26 1.86 0.18
H -0.68 -0.38 1.10
H 0.08 -1.00 -1.64
H 1.70 -1.74 0.68
```

As for the highest occupied orbital energy: -8.69 eV. The total energy is -265.3365 hartree. As for the energy relative to the best compared isomer or geometry (same formula, charge and spin): 124.9 kcal/mol. The net charge is 0.

---

Molecular formula: C3H8NOS
Method: DFT, ωB97M-V/def2-TZVPD

```
14
Properties=species:S:1:pos:R:3
N -0.54 -0.55 1.53
C 0.01 -0.26 0.06
C 1.53 -0.49 -0.04
O 1.86 -1.83 0.23
C -0.54 1.02 -0.74
S -2.48 1.14 -0.56
H -0.43 0.29 2.00
H 0.30 -1.01 1.85
H -0.34 -1.07 -0.57
H 1.82 0.26 0.71
H 1.97 -0.11 -0.97
H -0.29 0.69 -1.77
H -0.32 1.95 -0.51
H -2.54 -0.04 -1.21
```

As for the highest occupied orbital energy: -2.64 eV. The total energy is -647.2242 hartree. Its structure (SMILES) is N[C@H](C[O-])CS. As for the energy relative to the best compared isomer or geometry (same formula, charge and spin): 72.4 kcal/mol. The net charge is -1.

---

Molecular formula: C5H10Br2Si
Method: DFT, ωB97M-V/def2-TZVPD

```
18
Properties=species:S:1:pos:R:3
C 0.95 -1.82 2.55
C -0.22 -2.02 2.89
C -0.90 -0.12 0.16
C -1.59 0.87 -0.76
C -0.71 1.10 -2.02
Si 3.34 0.79 -1.22
Br 3.41 -1.40 -0.68
Br 3.32 1.70 0.86
H 1.89 -1.58 2.17
H 0.07 1.71 -1.62
H -1.26 -1.95 2.80
H 0.17 0.17 0.57
H -1.41 -0.27 1.08
H -0.81 -1.11 -0.30
H -2.66 0.47 -1.06
H -1.93 1.81 -0.25
H -1.15 1.70 -2.82
H -0.51 -0.06 -2.33
```

As for the highest occupied orbital energy: -9.71 eV. The total energy is -5633.9604 hartree. As for the energy relative to the best compared isomer or geometry (same formula, charge and spin): 76.1 kcal/mol. The net charge is 0.

---

Molecular formula: C4H13NNaO2P2
Method: DFT, ωB97M-V/def2-TZVPD

```
23
Properties=species:S:1:pos:R:3
C 0.47 2.21 0.06
C 1.06 1.19 1.24
O 1.13 1.65 2.49
N 1.48 -0.25 0.90
C 2.60 -0.21 -0.11
P -0.02 -0.95 0.15
P -1.97 -1.66 -0.62
C -3.26 -0.48 0.24
O -2.12 -1.36 -2.34
H 0.67 3.35 0.31
H 0.89 1.95 -1.02
H -0.70 2.05 0.00
H 3.48 0.43 0.39
H 3.05 -1.28 -0.32
H 2.35 0.33 -1.12
H 0.47 -2.31 0.30
H 0.26 -0.32 -1.13
H -0.78 -0.32 1.22
H -4.37 -0.78 0.01
H -2.98 -0.56 1.40
H -2.97 0.61 -0.10
H -1.64 -0.50 -2.59
Na 2.93 -2.81 0.64
```

As for the highest occupied orbital energy: -11.16 eV. The total energy is -1210.0379 hartree. The net charge is +1.

---

Molecular formula: C31H27F6I2N6O5S4Ti
Method: DFT, ωB97M-V/def2-TZVPD

```
82
Properties=species:S:1:pos:R:3
Ti -0.69 0.15 0.23
I 3.14 4.81 5.27
C 2.03 3.55 4.05
C 0.79 3.97 3.58
C 0.05 3.13 2.77
I -1.77 3.85 2.06
C 0.54 1.86 2.44
O -0.18 1.01 1.65
C 1.80 1.45 2.89
C 2.42 0.11 2.55
N 2.07 -0.39 1.23
C 2.83 0.17 0.14
C 2.21 1.37 -0.53
C 3.05 2.33 -1.08
C 2.54 3.47 -1.67
C 1.16 3.65 -1.66
C 0.38 2.66 -1.12
N 0.87 1.52 -0.61
C 2.53 2.31 3.70
H 0.41 4.95 3.83
H 2.10 -0.63 3.29
H 3.50 0.22 2.67
H 2.20 -1.40 1.21
H 2.99 -0.60 -0.61
H 3.83 0.49 0.47
H 4.12 2.18 -1.01
H 3.20 4.21 -2.09
H 0.70 4.55 -2.06
H -0.69 2.78 -1.07
H 3.51 2.00 4.04
F 2.38 -1.85 -2.63
C 1.53 -2.88 -2.61
F 2.20 -4.01 -2.60
F 0.76 -2.83 -3.69
S 0.41 -2.81 -1.09
O 0.53 -1.39 -0.65
O -0.89 -3.18 -1.56
N 0.93 -3.81 -0.04
S 2.45 -4.14 0.33
O 3.31 -3.00 0.12
O 2.84 -5.43 -0.10
C 2.28 -4.30 2.16
F 1.23 -5.05 2.49
F 3.38 -4.85 2.64
F 2.13 -3.09 2.73
S -3.38 -1.27 -3.34
C -2.79 -0.76 -1.84
N -1.56 -0.32 -1.81
C -1.00 -0.35 -3.09
C 0.28 0.07 -3.47
C 0.64 -0.01 -4.79
C -0.24 -0.51 -5.76
C -1.50 -0.94 -5.41
C -1.87 -0.85 -4.07
H -3.42 -0.78 -0.97
H 0.98 0.42 -2.73
H 1.63 0.31 -5.09
H 0.07 -0.57 -6.79
H -2.18 -1.33 -6.15
S -2.24 -3.84 2.14
C -1.05 -3.09 3.09
C -0.66 -1.93 2.52
N -1.30 -1.63 1.34
C -2.16 -2.58 1.02
H -0.69 -3.53 4.01
H 0.07 -1.24 2.91
H -2.75 -2.59 0.12
C -2.91 0.31 2.89
C -3.34 0.75 1.52
C -4.61 1.12 1.22
C -4.61 1.69 -0.09
C -3.34 1.62 -0.57
C -2.90 2.31 -1.83
N -2.51 0.98 0.39
H -3.47 0.90 3.61
H -1.86 0.47 3.08
H -3.14 -0.74 3.08
H -5.44 1.07 1.90
H -5.44 2.15 -0.60
H -2.70 3.37 -1.64
H -3.71 2.26 -2.57
H -2.03 1.88 -2.31
```

As for the highest occupied orbital energy: -10.41 eV. The total energy is -5538.9574 hartree. As for the energy relative to the best compared isomer or geometry (same formula, charge and spin): 17.7 kcal/mol. The net charge is +1.

---

Molecular formula: C4H7N3O
Method: DFT, ωB97M-V/def2-TZVPD

```
15
Properties=species:S:1:pos:R:3
N 3.14 -0.07 -0.48
C 2.00 0.08 -0.10
C 0.63 -0.17 0.29
C 0.19 -1.65 0.45
O -0.88 -1.91 -0.42
C -0.30 0.83 0.09
N -1.70 0.77 -0.43
N 0.14 2.14 0.12
H 1.04 -2.41 0.40
H -0.09 -1.91 1.52
H -0.75 -1.97 -1.33
H -1.97 -0.22 -0.12
H -2.14 1.39 0.34
H 1.21 2.38 0.10
H -0.51 2.72 -0.43
```

As for the highest occupied orbital energy: -8.42 eV. The total energy is -396.0563 hartree. Its structure (SMILES) is N#CC(CO)=C(N)N. As for the energy relative to the best compared isomer or geometry (same formula, charge and spin): 57.8 kcal/mol. The net charge is 0.

---

Molecular formula: C3H10N2
Method: DFT, ωB97M-V/def2-TZVPD

```
15
Properties=species:S:1:pos:R:3
C 2.55 1.05 1.60
N 3.46 1.77 1.10
H 2.54 -0.01 1.38
H 1.76 1.43 2.25
H 3.36 2.74 1.39
C -0.61 -1.12 -1.04
C -1.97 -0.46 -1.24
N -3.00 -0.95 -0.33
H -0.23 -0.92 -0.04
H 0.16 -0.76 -1.72
H -0.74 -2.21 -1.12
H -2.29 -0.63 -2.26
H -1.88 0.63 -1.10
H -2.62 -1.17 0.58
H -3.46 -1.78 -0.67
```

As for the highest occupied orbital energy: -9.25 eV. The total energy is -229.7677 hartree. Its structure (SMILES) is C=N.CCN. As for the energy relative to the best compared isomer or geometry (same formula, charge and spin): 26.1 kcal/mol. The net charge is 0.

---

What is the net charge in the sixth record? 0

---

Which of these has the highest highest occupied orbital energy? C3H8NOS